Computed, not measured: C18H20N2O4 in the gas phase, with the ωB97M-V functional and the def2-TZVPD basis.

Structure (XYZ):
```
44
Properties=species:S:1:pos:R:3:forces:R:3
N 1.83071 -2.23859 0.85276 -2.38 -5.19 -0.23
C 1.47682 -0.88526 0.63492 -0.29 -0.35 -0.82
C 2.18941 -0.40510 -0.63427 -0.03 1.54 -0.31
C 3.68837 -0.27382 -0.43113 -0.72 3.00 -1.40
C 4.30444 0.99993 -0.48010 -1.71 0.99 -1.19
C 5.64139 1.29426 -0.35267 -0.50 0.19 0.68
C 6.49470 0.25806 -0.04958 -1.50 -2.47 0.07
O 7.78968 0.41192 0.21129 1.56 0.55 0.56
C 5.91212 -1.02096 -0.00498 -0.86 -0.65 0.30
C 4.53200 -1.29238 -0.23867 2.21 -0.31 0.86
C 0.06113 -0.66206 0.19684 -1.38 0.09 1.40
O -0.70978 -1.53289 -0.13757 0.33 -1.94 -0.96
N -0.41977 0.58354 0.25097 1.51 1.89 0.23
C -1.78563 0.82259 -0.16553 -0.61 0.53 1.34
C -2.73289 0.03066 0.77728 -0.89 -0.36 0.36
C -4.12270 -0.38438 0.33554 -1.27 1.94 -1.04
C -5.20316 0.50833 0.60278 0.15 0.38 -0.28
C -6.50992 0.02576 0.24302 1.57 0.23 0.00
C -6.66259 -1.15955 -0.45612 -0.67 -2.17 -1.39
C -5.57091 -1.95853 -0.89834 -0.18 -0.24 0.70
C -4.33645 -1.52371 -0.44619 0.73 -0.02 0.68
C -2.00470 2.30646 -0.03185 1.73 4.15 -1.80
O -1.02490 3.14764 -0.12922 -5.38 -3.54 0.95
O -3.42318 2.65144 -0.01366 4.16 -0.85 0.00
H 1.45600 -2.83122 -0.01189 1.09 1.64 2.10
H 1.26309 -2.78083 1.65337 1.50 2.16 -2.00
H 1.73573 -0.39390 1.56493 0.01 0.92 -0.15
H 1.83060 -1.00769 -1.50409 0.72 -0.24 0.74
H 1.67103 0.56844 -0.90155 1.37 -0.62 0.30
H 3.68713 1.87152 -0.78567 0.14 -0.64 0.54
H 5.88954 2.33537 -0.26924 0.55 0.20 -0.36
H 8.16182 -0.34203 0.70310 -0.43 0.33 -0.47
H 6.47237 -1.85938 0.39838 0.39 0.04 -0.37
H 4.06966 -2.24219 -0.14952 0.38 -1.08 0.12
H 0.25851 1.36211 0.43890 -1.54 -0.84 -0.36
H -1.95643 0.53740 -1.20551 0.00 0.00 -0.09
H -2.15974 -0.87172 0.97770 -0.42 0.19 0.56
H -3.00867 0.58868 1.67943 1.08 0.11 0.08
H -4.89665 1.62754 0.94871 -1.48 -3.25 -0.40
H -7.42934 0.52169 0.45308 -0.25 0.75 0.33
H -7.67878 -1.58442 -0.73980 1.17 1.04 0.59
H -5.65051 -2.97360 -1.43441 -0.16 1.97 0.79
H -3.41265 -2.05422 -0.56231 0.18 -0.75 -0.61
H -3.46255 3.60710 -0.03231 0.09 0.69 -0.05
```
Forces are in eV/Å.

spin multiplicity: 1
energy relative to the best compared isomer or geometry (same formula, charge and spin): 353.28 kJ/mol
charge: 0
SMILES string: N[C@@H](Cc1ccc(O)cc1)C(=O)N[C@@H](Cc1ccccc1)C(=O)O

Computed, not measured: a molecular structure, C18H20N3O2STi, with the ωB97M-V functional and the def2-TZVPD basis.

Structure (XYZ):
```
45
Properties=species:S:1:pos:R:3:forces:R:3
Ti -0.99230 0.24597 0.60222 0.18 -0.08 0.13
O -3.56491 3.20516 1.26012 0.01 0.02 -0.02
C -3.16300 2.11642 1.51261 -0.04 -0.08 0.02
O -2.08318 1.60445 0.83116 -0.02 0.15 0.02
C -3.72946 1.20230 2.54541 -0.02 0.02 0.00
C -4.65793 1.79710 3.39959 -0.02 0.05 0.00
C -5.26467 1.08353 4.41567 0.02 -0.05 0.00
C -4.95180 -0.25645 4.58366 -0.01 0.04 0.00
C -4.04047 -0.86818 3.73831 0.00 -0.03 0.01
C -3.42232 -0.15163 2.71861 0.00 -0.05 0.01
S -2.31692 -1.16366 1.72746 0.00 0.05 0.02
H -4.88530 2.84321 3.24664 0.01 0.00 -0.01
H -5.97279 1.56934 5.07195 0.00 0.01 0.00
H -5.41569 -0.83358 5.37207 0.00 0.00 0.00
H -3.80457 -1.91605 3.86819 0.01 0.00 -0.01
C -3.34416 -1.59543 -3.93289 0.01 0.01 0.00
C -2.16660 -1.19089 -3.12068 -0.09 0.00 0.07
C -0.82135 -1.11328 -3.43725 0.08 0.02 0.04
C -0.16563 -0.66646 -2.29299 -0.01 0.02 -0.07
N -1.07183 -0.46907 -1.31224 -0.01 -0.11 -0.03
N -2.28392 -0.79348 -1.84802 0.06 -0.01 -0.09
C 1.29026 -0.41108 -2.11154 0.01 -0.02 -0.05
H -3.02870 -2.21879 -4.76531 0.01 0.00 0.00
H -3.84026 -0.71214 -4.33703 -0.01 -0.01 -0.01
H -4.06503 -2.15211 -3.33525 -0.01 0.01 0.00
H -0.37100 -1.35797 -4.38351 0.01 -0.01 0.00
H -3.10434 -0.81584 -1.26185 -0.01 0.01 0.00
H 1.86021 -1.26853 -2.46784 -0.01 0.00 -0.01
H 1.55375 -0.23035 -1.07193 -0.01 0.01 0.00
H 1.59231 0.45089 -2.70774 0.01 0.01 0.02
C 1.17236 -1.72846 2.49232 -0.04 -0.01 0.01
C 1.60820 -0.37979 2.02889 -0.06 -0.06 0.01
C 2.75335 0.29460 2.27843 0.01 0.03 -0.04
C 2.68075 1.56764 1.61007 0.08 -0.03 0.05
C 1.49511 1.63767 0.96983 -0.15 -0.06 -0.12
C 0.95885 2.69066 0.04978 0.02 0.02 0.10
N 0.78733 0.42482 1.20969 -0.01 0.13 -0.03
H 2.00746 -2.24309 2.96285 0.02 0.02 0.00
H 0.82899 -2.35504 1.66381 0.00 -0.01 0.00
H 0.36322 -1.66752 3.22238 0.00 -0.01 -0.01
H 3.57425 -0.07139 2.87411 0.00 0.00 0.00
H 3.44204 2.33142 1.60074 0.00 0.00 -0.01
H 1.49384 3.62306 0.22042 0.00 0.00 0.00
H -0.09900 2.90207 0.21902 0.01 0.06 -0.01
H 1.09816 2.43533 -1.00480 -0.03 -0.06 0.01
```
Forces are in eV/Å.

spin multiplicity: 1
energy relative to the best compared isomer or geometry (same formula, charge and spin): 0.00 kJ/mol
charge: +1

Computed, not measured: a molecular structure, C18H20N4O3PdS, with the ωB97M-V functional and the def2-TZVPD basis.

Structure (XYZ):
```
47
Properties=species:S:1:pos:R:3:forces:R:3
Pd -0.44857 -0.38725 0.79763 0.74 -0.12 -0.79
C -0.03237 0.43375 3.25213 -0.25 -0.30 0.30
O -1.42637 0.27595 3.50973 0.14 0.01 0.33
C -2.16597 1.46425 3.45603 -0.05 0.12 -0.36
C -2.15657 2.16075 2.08133 0.14 -0.01 0.36
O -2.39207 1.31085 0.98563 -0.22 0.07 -0.08
C -3.66817 0.70645 0.91833 0.04 -0.53 0.05
C -3.61777 -0.77085 1.34043 -0.14 0.49 0.07
O -2.79817 -1.46945 0.42723 -0.49 0.01 -0.06
C -1.95287 -2.43185 1.02663 -0.02 -0.44 -0.08
H 0.36433 1.31515 3.77163 0.00 0.00 0.04
H 0.44373 -0.46995 3.64483 0.02 0.24 -0.08
H 0.17563 0.52905 2.14853 0.33 0.47 0.51
H -3.18787 1.18215 3.72823 0.07 0.08 0.03
H -1.79057 2.18375 4.20153 -0.12 0.03 -0.05
H -2.90447 2.96925 2.11413 0.11 -0.01 -0.01
H -1.17147 2.59655 1.88333 -0.17 -0.01 0.07
H -4.38947 1.25525 1.53813 -0.05 -0.08 -0.10
H -3.97797 0.75045 -0.13237 -0.07 0.06 0.14
H -3.20817 -0.84165 2.35603 -0.05 -0.04 -0.15
H -4.63827 -1.18555 1.33013 0.10 0.05 0.04
H -2.52527 -3.31225 1.35443 0.04 0.03 0.02
H -1.23727 -2.73995 0.25443 -0.16 -0.03 0.24
H -1.41567 -2.01525 1.90523 -0.13 -0.09 -0.18
S 4.73593 0.22395 -5.16817 -0.63 -0.12 0.81
N 3.12073 0.12715 -5.12857 -0.35 0.04 -0.32
C 2.73263 0.00935 -3.86767 1.14 0.09 -0.43
C 1.38533 -0.08455 -3.39847 -0.80 -0.09 0.45
C 0.27263 -0.05795 -4.24537 0.13 -0.05 0.19
C -0.98587 -0.15485 -3.69487 0.12 0.00 0.04
C -1.10247 -0.28365 -2.30947 -0.10 0.02 -0.40
N -0.06017 -0.30755 -1.50547 0.11 -0.01 0.38
C 1.17333 -0.20765 -2.00837 -0.45 0.02 -0.91
C 2.29333 -0.23555 -1.07877 0.93 0.06 0.34
N 2.01823 -0.35005 0.22663 -0.09 -0.01 -0.24
C 3.01103 -0.37055 1.08833 0.38 0.02 -0.10
C 4.35583 -0.28355 0.71793 -0.09 -0.04 -0.08
C 4.66543 -0.16345 -0.61807 -0.22 0.08 -0.03
C 3.62273 -0.13085 -1.54827 -0.31 -0.13 0.85
C 3.83493 -0.00505 -2.95777 0.17 0.15 -1.16
N 5.00233 0.11365 -3.57377 0.32 -0.03 0.27
H 0.42823 0.02535 -5.31037 -0.01 0.04 -0.09
H -1.86657 -0.13845 -4.31747 -0.09 -0.01 -0.03
H -2.06947 -0.38355 -1.83087 -0.01 0.00 0.02
H 2.74163 -0.45705 2.13233 -0.09 -0.02 0.12
H 5.12863 -0.31905 1.46963 0.06 0.02 0.07
H 5.68343 -0.07555 -0.96657 0.09 -0.04 -0.01
```
Forces are in eV/Å.

spin multiplicity: 1
charge: 0

Computed, not measured: a molecular structure, C18H20N4O3S, with the ωB97M-V functional and the def2-TZVPD basis.

Structure (XYZ):
```
46
Properties=species:S:1:pos:R:3:forces:R:3
C 2.47307 1.42130 -3.53682 -7.64 -14.43 -4.64
C 1.51195 0.71692 -2.51637 7.97 -6.10 -2.68
N 1.70828 -0.53068 -2.01518 1.15 1.92 -3.06
N 2.79179 -1.29095 -2.62516 -3.02 1.91 0.60
C 3.05022 -2.52942 -2.27730 5.75 -2.02 3.50
O 4.09870 -3.18560 -2.63366 -3.69 1.81 -0.72
C 2.54224 -2.80921 -0.91281 -7.15 -6.32 1.15
H 2.47644 -4.07159 -0.65094 1.24 3.56 -0.90
H 1.27143 -2.82803 -1.01829 3.22 0.68 0.34
S 2.84256 -1.86365 0.54847 2.91 0.50 0.08
C 1.39149 -1.84623 1.57672 2.45 -3.86 -9.02
N 1.41239 -1.18020 2.53593 0.27 6.78 8.63
C 0.19855 -0.81109 3.00224 6.37 2.39 8.06
C -0.91186 -1.42238 2.84378 -3.04 -4.40 -7.12
C -0.94602 -2.20491 1.48452 10.06 4.76 4.96
N 0.40841 -2.23309 0.90427 -10.61 -3.74 -1.70
C -2.07365 -2.59088 0.83689 1.68 -13.34 4.90
H -1.72426 -3.41288 0.17975 -1.04 0.66 -0.36
H -2.85128 -3.21680 1.79709 2.22 1.91 -2.98
H -2.56582 -1.90910 0.53105 -6.58 8.63 -4.54
H -1.85832 -1.37299 3.23654 -1.75 0.70 1.67
C 0.52307 -0.06069 4.56882 -12.76 -3.68 -2.90
H 1.38637 0.28962 4.72537 7.02 1.64 1.27
H -0.18192 0.85487 4.48544 0.96 -1.26 0.62
H -0.12973 -0.88713 5.34748 2.75 2.74 -2.00
H 3.35147 -0.99771 -3.35350 1.03 1.49 -2.00
C 0.47470 1.40724 -2.12755 -3.88 -4.43 9.09
C -0.14232 0.74601 -0.65094 5.51 1.32 -7.62
C -1.04416 1.47930 -0.21357 -6.56 1.36 5.20
C -1.74453 2.62937 -0.82271 -0.46 -3.39 4.05
C -1.26393 2.94903 -1.93200 1.95 5.64 -9.76
C -0.16615 2.34312 -2.65555 -3.36 4.25 0.88
H 0.26455 2.83166 -3.44431 0.40 1.21 -2.36
H -1.66747 3.92607 -2.59605 0.52 -2.74 2.27
O -2.84545 3.18354 -0.38728 -1.92 -0.39 3.36
C -3.55583 2.36316 0.87801 -1.36 9.76 -3.33
C -2.64806 1.73492 1.59030 11.11 1.36 7.30
H -2.83451 1.41299 2.57028 -1.35 -1.41 1.01
O -1.64022 0.91107 1.01669 -1.38 0.62 -1.90
H -1.78855 2.57054 2.21434 -2.38 -1.00 -1.70
H -4.16680 3.29328 1.20701 0.69 -2.59 -0.04
H -3.85207 1.63328 0.34116 -4.39 -4.48 -4.28
H 0.45280 -0.04414 -0.35508 0.36 -1.52 1.13
H 2.13320 1.20153 -4.71127 0.42 0.56 3.00
H 2.46577 2.27134 -3.42095 -0.50 15.62 2.13
H 3.37343 1.12918 -3.56488 6.80 -2.66 0.42
```
Forces are in eV/Å.

spin multiplicity: 1
energy relative to the best compared isomer or geometry (same formula, charge and spin): 2151.03 kJ/mol
charge: 0

| no. | electronic energy (Ha) | maximum force (eV/Å) |
| --- | --- | --- |
| 1 | -1108.312706 | 6.51 |
| 2 | -2260.204822 | 0.24 |
| 3 | -1668.626885 | 1.22 |
| 4 | -1540.099634 | 16.97 |